No. 1
The following is a DFT calculation (ωB97M-V/def2-TZVPD) of a single C4H6N2 molecule.

Structure (XYZ):
```
12
Properties=species:S:1:pos:R:3:mulliken_charge:R:1
C 0.6138 -1.0210 1.5228 -1.065
C -0.0131 -0.1553 0.4417 0.621
C 0.4431 -0.1460 -0.8511 -0.478
N -0.3133 0.7707 -1.5223 -0.042
C -1.2002 1.2878 -0.6402 -0.150
N -1.0565 0.7554 0.5656 -0.670
H 0.7784 -2.0395 1.1501 0.291
H 0.0370 -1.1255 2.4430 0.309
H 1.5988 -0.6459 1.8287 0.254
H 1.2232 -0.6889 -1.3595 0.382
H -0.2216 1.0022 -2.4979 0.179
H -1.8707 2.0519 -1.0343 0.370
```

Calculated values
- Kohn-Sham gap (eV) = 9.47
- total energy (eV) = -7225.4048
- HOMO energy (eV) = -8.6
- SMILES = Cc1c[nH]cn1
- energy relative to the best compared isomer or geometry (same formula, charge and spin) (eV) = 0.186

---

No. 2
The following is a DFT calculation (ωB97M-V/def2-TZVPD) of a single C4H6N2 molecule at a distorted geometry.

Structure (XYZ):
```
12
Properties=species:S:1:pos:R:3:mulliken_charge:R:1
N -2.9870 -0.2678 -1.3716 -0.397
C -2.0998 0.1728 -0.7718 0.277
C -0.9661 0.7326 -0.0075 -0.554
C -0.0302 -0.3317 0.5876 -0.109
C 1.3063 -0.7247 -0.2468 -0.313
N 1.6315 0.4276 0.5090 -0.531
H -0.3303 1.3128 -0.6598 0.317
H -1.4035 1.4265 0.7370 0.298
H -0.6997 -0.7706 1.4147 0.300
H 1.2618 -0.5568 -1.3265 0.181
H 1.9134 -1.6243 -0.0303 0.310
H 2.4036 0.2037 1.1661 0.219
```

Calculated values
- Kohn-Sham gap (eV) = 10.42
- total energy (eV) = -7221.9112
- HOMO energy (eV) = -9.6
- SMILES = N#CC[C@H]1CN1
- energy relative to the best compared isomer or geometry (same formula, charge and spin) (eV) = 3.680

---

No. 3
The following is a DFT calculation (ωB97M-V/def2-TZVPD) of a single C4H6N2 molecule.

Structure (XYZ):
```
12
Properties=species:S:1:pos:R:3:mulliken_charge:R:1
N -0.4925 -1.8061 0.7297 -0.330
C -0.1683 -0.3736 0.0338 0.299
C -0.6243 -1.3596 -0.6656 -0.307
C 0.3727 1.5512 -1.4323 -1.044
C 0.6022 1.8178 -0.1538 -0.115
N 0.3022 0.6526 0.7025 -0.133
H -1.3219 -1.9182 1.3086 0.265
H 0.2858 -2.4029 1.0055 0.259
H -0.8139 -1.8538 -1.5987 0.339
H 0.6052 2.3950 -2.0968 0.161
H 0.9569 2.6553 0.4531 0.331
H 0.2959 0.6422 1.7138 0.275
```

Calculated values
- Kohn-Sham gap (eV) = 6.64
- total energy (eV) = -7218.2494
- HOMO energy (eV) = -6.5
- energy relative to the best compared isomer or geometry (same formula, charge and spin) (eV) = 7.342

---

No. 4
The following is a DFT calculation (ωB97M-V/def2-TZVPD) of 2 unconnected molecules or ions with the total composition C4H6N2 at a distorted geometry.

Structure (XYZ):
```
12
Properties=species:S:1:pos:R:3:mulliken_charge:R:1
C 1.6490 -0.5540 0.3959 -0.411
C 2.0778 0.2570 -0.5050 0.114
C -1.1493 -0.4237 -0.4649 -0.056
C -1.5561 0.5903 0.4610 -0.370
N 1.1496 0.7937 0.3841 -0.368
N -0.6326 0.9503 -0.6337 -0.463
H 1.6629 -1.4464 0.8335 0.431
H 2.6883 0.3761 -1.2998 0.391
H -0.5607 -1.2316 0.0594 0.041
H -1.8799 -0.8485 -1.2138 0.262
H -2.5084 1.0835 0.5713 0.274
H -0.9405 0.4533 1.4120 0.154
```

Calculated values
- Kohn-Sham gap (spin up / spin down) (eV) = 8.59 / 8.93
- total energy (eV) = -7217.9500
- HOMO energy (spin up / spin down) (eV) = -7.8 / -8.0
- energy relative to the best compared isomer or geometry (same formula, charge and spin) (eV) = 7.641

---

No. 5
The following is a DFT calculation (ωB97M-V/def2-TZVPD) of a single C4H6N2 molecule at a distorted geometry.

Structure (XYZ):
```
12
Properties=species:S:1:pos:R:3:mulliken_charge:R:1
C -1.6634 0.2697 -1.2726 -0.289
C 1.5282 -0.7420 -0.1729 -1.129
C -0.1323 0.5913 1.0543 0.492
C 0.1709 -0.1300 0.0069 0.200
N -0.8274 -0.6041 -0.8173 -0.485
N -0.4083 1.2567 1.9805 -0.500
H -0.2053 0.7709 2.8615 0.283
H -2.4789 -0.0612 -1.9358 0.260
H -1.6243 1.3513 -1.0493 0.267
H 2.3168 -0.0209 0.0673 0.326
H 1.6806 -1.0707 -1.2061 0.333
H 1.6433 -1.6110 0.4836 0.241
```

Calculated values
- Kohn-Sham gap (eV) = 8.90
- total energy (eV) = -7222.7881
- HOMO energy (eV) = -8.0
- SMILES = C=NC(C)=C=N
- energy relative to the best compared isomer or geometry (same formula, charge and spin) (eV) = 2.803

---

No. 6
The following is a DFT calculation (ωB97M-V/def2-TZVPD) of a molecular structure, C4H6N2.

Structure (XYZ):
```
12
Properties=species:S:1:pos:R:3:mulliken_charge:R:1
N -0.2848 2.0032 -0.3816 -0.571
C 0.0271 0.6533 -0.0897 0.284
C -0.2564 -0.0385 1.0949 -0.568
C -0.1044 -1.3948 0.8132 -0.215
C 0.2995 -1.5043 -0.5155 -0.508
N 0.3548 -0.2997 -1.1338 -0.540
H 0.1813 2.2977 -1.2350 0.301
H -1.2838 2.0843 -0.5438 0.257
H -0.5433 0.4236 2.0300 0.424
H -0.2237 -2.2134 1.5139 0.384
H 0.6175 -2.3953 -1.0433 0.403
H 1.2161 0.3840 -0.5093 0.349
```

Calculated values
- Kohn-Sham gap (eV) = 9.65
- total energy (eV) = -7223.1453
- HOMO energy (eV) = -8.8
- energy relative to the best compared isomer or geometry (same formula, charge and spin) (eV) = 2.446

---

No. 7
The following is a DFT calculation (ωB97M-V/def2-TZVPD) of a single C4H6N2 molecule at a distorted geometry.

Structure (XYZ):
```
12
Properties=species:S:1:pos:R:3:mulliken_charge:R:1
N 2.0307 0.0084 0.0912 -0.530
C 0.6151 -0.1185 0.2485 0.381
C -0.2577 1.0772 0.1074 -0.662
C -1.4900 0.6159 -0.1818 -0.102
C -1.3738 -0.8307 -0.3182 -0.431
N -0.1626 -1.2697 -0.2494 -0.576
H 2.4656 -0.8700 0.3502 0.277
H 2.3189 0.2296 -0.8557 0.246
H 0.0614 2.1054 0.2529 0.383
H -2.4129 1.1758 -0.2773 0.392
H -2.2058 -1.5242 -0.3964 0.395
H 0.4110 -0.5993 1.2285 0.228
```

Calculated values
- Kohn-Sham gap (eV) = 10.17
- total energy (eV) = -7224.0049
- HOMO energy (eV) = -9.5
- SMILES = N[C@H]1C=CC=N1
- energy relative to the best compared isomer or geometry (same formula, charge and spin) (eV) = 1.586

---

No. 8
The following is a DFT calculation (ωB97M-V/def2-TZVPD) of a single C4H6N2 molecule at a distorted geometry.

Structure (XYZ):
```
12
Properties=species:S:1:pos:R:3:mulliken_charge:R:1
C 1.1171 0.8759 -0.0215 -0.413
C -0.3434 1.4558 -0.0588 -0.370
C -1.2558 0.4750 0.1657 -0.217
C 0.2510 -1.3843 0.0417 -0.070
H 1.7065 0.8437 1.0167 0.237
H 2.2139 1.3113 -0.6234 0.274
H -0.6948 2.5113 -0.0103 0.328
H -2.2935 0.5803 -0.0568 0.286
H -1.9489 -1.4305 0.1141 0.281
H 0.3096 -2.4013 0.1341 0.428
N -1.0315 -0.7693 -0.1619 -0.259
N 1.3307 -0.6521 -0.0292 -0.505
```

Calculated values
- Kohn-Sham gap (eV) = 8.31
- total energy (eV) = -7221.3602
- HOMO energy (eV) = -7.7
- SMILES = C1=CNC=NC1
- energy relative to the best compared isomer or geometry (same formula, charge and spin) (eV) = 4.231